(1)
# C37H71Cl32INO

17 unconnected molecules or ions with the total composition C37H71Cl32INO at a distorted geometry (wB97M-V/def2-TZVPD, the Open Molecules 2025 dataset).

The geometry in XYZ format:
```
143
Properties=species:S:1:pos:R:3
C 1.398 0.478 0.629
C 2.675 0.205 -0.135
I 4.287 0.182 1.318
C 2.669 -1.096 -0.945
C 3.267 -0.858 -2.336
N 4.676 -0.239 -2.153
C 5.082 0.572 -2.919
O 5.540 1.439 -3.581
H 0.594 0.771 -0.052
H 1.555 1.290 1.342
H 1.078 -0.383 1.220
H 2.836 1.010 -0.851
H 3.229 -1.884 -0.414
H 1.639 -1.426 -1.107
H 3.458 -1.842 -2.772
Cl -0.010 0.501 3.610
C -1.307 1.694 3.851
C -2.445 1.453 2.893
Cl -1.968 1.810 1.208
H -0.884 2.688 3.722
H -1.653 1.598 4.879
H -3.274 2.112 3.117
H -2.786 0.422 2.931
Cl -4.292 4.495 2.287
C -4.259 4.720 0.517
C -5.634 4.634 -0.089
Cl -6.326 2.986 0.004
H -3.588 3.968 0.109
H -3.839 5.706 0.324
H -5.578 4.894 -1.144
H -6.328 5.308 0.406
Cl 0.781 5.202 -4.222
C 2.467 4.609 -4.056
C 2.517 3.434 -3.121
Cl 2.098 3.913 -1.455
H 3.073 5.440 -3.706
H 2.813 4.311 -5.044
H 3.515 2.997 -3.106
H 1.813 2.662 -3.421
Cl 7.217 -3.407 -1.141
C 6.896 -3.969 -2.804
C 5.573 -3.466 -3.320
Cl 4.203 -4.205 -2.455
H 6.937 -5.056 -2.799
H 7.703 -3.596 -3.431
H 5.472 -3.726 -4.374
H 5.483 -2.385 -3.216
Cl -7.529 -0.814 4.907
C -7.253 0.763 4.104
C -5.827 0.935 3.660
Cl -4.698 1.099 5.035
H -7.551 1.542 4.800
H -7.913 0.793 3.239
H -5.740 1.845 3.065
H -5.492 0.094 3.056
Cl 3.046 -0.190 5.777
C 3.513 1.417 6.381
C 2.570 1.937 7.436
Cl 0.964 2.344 6.772
H 3.565 2.088 5.527
H 4.512 1.316 6.805
H 2.971 2.856 7.863
H 2.428 1.213 8.232
Cl -10.660 -0.127 2.590
C -11.114 -0.913 4.125
C -12.546 -0.638 4.501
Cl -12.812 1.069 4.945
H -10.424 -0.569 4.890
H -10.971 -1.984 3.986
H -12.812 -1.238 5.370
H -13.224 -0.879 3.687
Cl -2.553 -2.256 4.172
C -4.175 -2.838 4.620
C -4.564 -4.086 3.873
Cl -4.826 -3.774 2.137
H -4.883 -2.033 4.436
H -4.156 -3.042 5.689
H -5.502 -4.471 4.272
H -3.801 -4.855 3.962
Cl -3.897 8.982 -3.700
C -2.226 8.350 -3.625
C -2.109 7.184 -2.683
Cl -2.341 7.669 -0.977
H -1.577 9.170 -3.331
H -1.956 8.031 -4.630
H -1.112 6.751 -2.760
H -2.841 6.420 -2.919
Cl 0.157 0.014 10.136
C 0.871 -1.593 9.841
C 2.198 -1.754 10.536
Cl 3.442 -0.707 9.811
H 0.970 -1.720 8.765
H 0.167 -2.332 10.220
H 2.544 -2.782 10.435
H 2.129 -1.512 11.594
Cl 2.472 -8.573 -2.192
C 2.778 -7.787 -0.618
C 1.668 -6.848 -0.222
Cl 1.615 -5.413 -1.263
H 3.728 -7.263 -0.687
H 2.866 -8.584 0.120
H 1.840 -6.498 0.795
H 0.698 -7.339 -0.264
Cl 11.204 -4.686 -1.452
C 10.868 -5.329 0.173
C 10.263 -6.709 0.120
Cl 8.612 -6.683 -0.544
H 10.209 -4.630 0.681
H 11.818 -5.370 0.703
H 10.194 -7.118 1.127
H 10.863 -7.380 -0.490
Cl 6.576 -2.141 -6.666
C 5.091 -1.614 -7.511
C 4.570 -0.294 -7.002
Cl 3.955 -0.400 -5.337
H 4.352 -2.401 -7.383
H 5.343 -1.537 -8.568
H 3.742 0.021 -7.637
H 5.343 0.472 -7.026
Cl -3.301 4.706 -4.826
C -5.034 4.457 -5.166
C -5.880 5.632 -4.750
Cl -5.967 5.831 -2.977
H -5.334 3.549 -4.660
H -5.128 4.306 -6.241
H -6.901 5.485 -5.096
H -5.499 6.561 -5.167
Cl 8.671 -6.041 -5.686
C 9.461 -4.514 -6.159
C 10.858 -4.735 -6.675
Cl 11.981 -5.271 -5.397
H 9.456 -3.854 -5.295
H 8.847 -4.069 -6.940
H 11.249 -3.798 -7.070
H 10.873 -5.482 -7.465
Cl -10.102 1.179 -2.593
C -9.611 2.875 -2.348
C -9.081 3.499 -3.612
Cl -7.515 2.798 -4.096
H -8.868 2.897 -1.554
H -10.495 3.419 -2.018
H -8.912 4.564 -3.450
H -9.773 3.376 -4.441
```

Values from the calculation:
- Kohn-Sham gap (eV) = 3.7338
- charge = -1
- HOMO level (eV) = -2.16
- F_max (eV Å⁻¹) = 1.1
- energy (eV) = -451880.0821

Here are the Mulliken charges for atoms 1 to 2, given in e: C -1.499; C 0.426

(2)
# C37H71F3N2O16S2

7 unconnected molecules or ions with the total composition C37H71F3N2O16S2 at a distorted geometry (wB97M-V/def2-TZVPD, the Open Molecules 2025 dataset).

The geometry in XYZ format:
```
131
Properties=species:S:1:pos:R:3
O -0.342 1.581 1.258
C -0.335 0.477 1.668
O -0.455 0.041 3.017
C -1.401 -0.987 2.914
O -2.405 -1.121 3.535
C -0.780 -1.852 1.724
C -0.847 -3.394 1.472
O -0.139 -4.024 2.584
C 0.220 -5.311 2.280
F 1.365 -5.341 1.534
F -0.737 -6.021 1.612
F 0.428 -5.966 3.463
C -0.141 -0.893 0.940
C 0.671 -0.991 -0.418
C 1.858 -2.008 -0.109
C 3.077 -1.839 -1.102
S 4.689 -2.431 -0.422
C 4.422 -3.323 1.140
S 4.486 -4.962 1.255
N 4.175 -2.562 2.356
C 3.067 -2.535 3.192
C 3.337 -1.565 4.234
N 4.624 -1.092 3.966
C 5.131 -1.669 2.861
H -0.488 -3.729 0.472
H -1.923 -3.710 1.592
H 0.054 -1.273 -1.304
H 1.150 0.017 -0.572
H 1.474 -3.060 -0.060
H 2.248 -1.696 0.901
H 2.908 -2.376 -2.070
H 3.190 -0.731 -1.273
H 2.200 -3.192 2.982
H 2.626 -1.297 5.037
H 6.140 -1.447 2.458
C 1.461 7.095 -0.115
O 0.624 6.950 -1.253
C 1.269 6.260 -2.318
C 0.813 4.813 -2.398
O 1.246 4.070 -1.264
C 0.205 3.877 -0.315
H 0.841 7.425 0.720
H 1.942 6.153 0.160
H 2.222 7.857 -0.308
H 2.358 6.322 -2.221
H 0.986 6.770 -3.245
H 1.271 4.350 -3.277
H -0.274 4.752 -2.512
H -0.501 3.129 -0.685
H -0.324 4.808 -0.096
H 0.651 3.509 0.605
C -8.122 0.484 3.824
O -6.837 1.055 4.018
C -5.790 0.210 3.553
C -5.265 0.675 2.207
O -6.251 0.520 1.186
C -6.882 1.748 0.859
H -8.867 1.263 3.993
H -8.248 0.098 2.810
H -8.286 -0.319 4.549
H -6.121 -0.833 3.505
H -4.981 0.271 4.287
H -4.412 0.048 1.930
H -4.918 1.712 2.257
H -6.198 2.377 0.278
H -7.211 2.288 1.750
H -7.756 1.527 0.246
C 5.218 4.159 5.956
O 4.740 5.098 5.005
C 5.481 5.067 3.790
C 4.735 4.311 2.703
O 4.627 2.927 3.016
C 3.345 2.581 3.513
H 4.480 4.083 6.756
H 5.357 3.168 5.517
H 6.162 4.510 6.384
H 6.476 4.638 3.951
H 5.612 6.105 3.470
H 5.305 4.384 1.772
H 3.747 4.750 2.530
H 2.618 2.573 2.692
H 3.010 3.266 4.295
H 3.404 1.576 3.934
C -6.448 5.709 -3.891
O -5.783 6.027 -2.678
C -4.805 5.055 -2.323
C -3.401 5.532 -2.656
O -3.209 5.638 -4.063
C -3.289 6.978 -4.523
H -7.009 6.589 -4.209
H -5.746 5.440 -4.683
H -7.152 4.887 -3.725
H -5.016 4.095 -2.806
H -4.880 4.910 -1.241
H -2.684 4.790 -2.292
H -3.183 6.483 -2.160
H -2.382 7.524 -4.240
H -4.167 7.493 -4.128
H -3.358 6.959 -5.611
C -4.109 -2.079 -1.948
O -3.014 -2.648 -2.642
C -3.420 -3.493 -3.714
C -3.277 -2.794 -5.056
O -4.192 -1.710 -5.176
C -3.575 -0.451 -4.961
H -3.725 -1.280 -1.312
H -4.854 -1.653 -2.624
H -4.576 -2.837 -1.311
H -4.445 -3.847 -3.565
H -2.759 -4.365 -3.700
H -3.522 -3.507 -5.850
H -2.248 -2.455 -5.213
H -2.962 -0.182 -5.828
H -2.958 -0.446 -4.059
H -4.361 0.296 -4.847
C 4.493 -8.804 -0.121
O 5.223 -7.872 -0.902
C 6.630 -8.068 -0.805
C 7.175 -8.788 -2.027
O 6.698 -10.128 -2.096
C 5.644 -10.281 -3.032
H 3.443 -8.740 -0.412
H 4.835 -9.829 -0.281
H 4.577 -8.548 0.941
H 6.886 -8.607 0.113
H 7.086 -7.074 -0.750
H 8.265 -8.842 -1.944
H 6.934 -8.240 -2.944
H 6.042 -10.246 -4.052
H 4.875 -9.515 -2.910
H 5.188 -11.259 -2.871
```

Values from the calculation:
- Kohn-Sham gap (eV) = 7.5127
- charge = 0
- SMILES = O=C1OC(=O)C(COC(F)(F)F)=C1CCCSC(=S)n1ccnc1.COCCOC.COCCOC.COCCOC.COCCOC.COCCOC.COCCOC
- HOMO level (eV) = -8.83
- F_max (eV Å⁻¹) = 4.6
- energy (eV) = -105072.8424

Here are the Mulliken charges for atoms 1 to 2, given in e: O -0.484; C -0.026